{"formula": "C22H40BF4O6", "method": "ωB97M-V with the def2-TZVPD basis set", "homo_energy_ha": -0.2018, "lumo_energy_ev": 1.793, "total_charge": -1, "gap_ev": 7.28, "species": ["C", "C", "C", "C", "C", "C", "C", "C", "C", "C", "C", "B", "C", "C", "F", "C", "F", "F", "F", "H", "H", "H", "H", "H", "H", "H", "H", "H", "H", "H", "H", "H", "H", "H", "H", "H", "H", "H", "H", "H", "H", "H", "H", "H", "H", "H", "H", "C", "C", "C", "O", "C", "O", "O", "H", "H", "H", "H", "H", "H", "C", "C", "C", "O", "C", "O", "O", "H", "H", "H", "H", "H", "H"], "xyz": [[6.477, 2.281, 2.369], [5.867, 1.115, 3.346], [6.502, -0.380, 3.130], [6.831, -0.782, 1.575], [5.597, -0.536, 0.519], [4.706, -1.936, 0.309], [3.879, -2.145, 1.708], [2.380, -2.841, 1.507], [1.648, -2.807, 2.949], [0.259, -1.999, 3.103], [-0.191, -1.008, 1.897], [0.698, 0.360, 1.713], [-0.279, 1.427, 0.865], [0.533, 2.291, -0.268], [-0.176, 3.620, -0.372], [1.095, 1.133, 3.108], [1.724, 2.442, 2.690], [2.164, 0.426, 3.901], [-0.086, 1.515, 3.940], [7.406, 1.954, 1.734], [6.805, 3.262, 2.950], [5.602, 2.619, 1.642], [6.059, 1.463, 4.470], [4.688, 1.015, 3.251], [7.506, -0.434, 3.774], [5.802, -1.222, 3.603], [7.147, -1.927, 1.579], [7.752, -0.141, 1.173], [4.807, 0.268, 0.899], [5.969, -0.169, -0.547], [4.047, -1.918, -0.659], [5.520, -2.792, 0.202], [4.477, -2.800, 2.507], [3.700, -1.097, 2.200], [2.615, -3.984, 1.258], [1.789, -2.432, 0.590], [1.445, -3.937, 3.277], [2.425, -2.398, 3.753], [0.331, -1.357, 4.109], [-0.613, -2.779, 3.301], [-0.205, -1.592, 0.873], [-1.324, -0.698, 2.098], [1.602, 0.113, 1.002], [-1.040, 0.729, 0.266], [-0.956, 2.079, 1.584], [1.667, 2.476, 0.017], [0.531, 1.772, -1.342], [-4.604, 3.385, -2.300], [-3.413, 2.494, -2.008], [-3.187, 1.440, -3.049], [-2.570, 0.401, -2.313], [-2.990, 0.538, -1.020], [-2.814, -0.295, -0.145], [-3.635, 1.728, -0.835], [-5.544, 2.828, -2.220], [-4.659, 4.193, -1.563], [-4.537, 3.830, -3.297], [-2.514, 3.103, -1.854], [-2.527, 1.786, -3.850], [-4.112, 1.054, -3.492], [-7.771, -2.777, -4.366], [-8.040, -1.297, -4.557], [-7.139, -0.652, -5.566], [-7.069, 0.687, -5.111], [-7.297, 0.653, -3.764], [-7.122, 1.597, -3.011], [-7.744, -0.577, -3.371], [-6.797, -2.945, -3.893], [-8.521, -3.212, -3.697], [-7.803, -3.315, -5.318], [-9.096, -1.133, -4.801], [-7.555, -0.693, -6.577], [-6.126, -1.070, -5.580]], "lowdin_charge": [-0.149, -0.255, -0.234, -0.226, -0.215, -0.206, -0.223, -0.208, -0.226, -0.230, -0.190, -0.582, -0.143, -0.142, -0.200, -0.184, -0.060, -0.060, -0.031, 0.061, 0.072, 0.082, 0.108, 0.098, 0.107, 0.102, 0.109, 0.095, 0.108, 0.106, 0.108, 0.098, 0.117, 0.091, 0.105, 0.100, 0.103, 0.107, 0.110, 0.098, 0.103, 0.112, 0.083, 0.074, 0.126, 0.111, 0.116, -0.020, -0.341, -0.115, 0.061, -0.516, 0.112, 0.097, 0.057, 0.087, 0.090, 0.154, 0.140, 0.128, -0.022, -0.354, -0.119, 0.063, -0.490, 0.127, 0.093, 0.098, 0.087, 0.089, 0.160, 0.142, 0.143]}